{
  "formula": "C20H17Br3ErF6NO10PS",
  "method": "the ωB97M-V functional and the def2-TZVPD basis",
  "elements": ["C", "C", "Br", "C", "Br", "C", "O", "P", "C", "C", "O", "O", "C", "O", "C", "F", "F", "C", "F", "F", "C", "F", "F", "C", "O", "O", "C", "C", "C", "N", "C", "C", "O", "C", "C", "C", "O", "Br", "C", "S", "O", "O", "H", "H", "H", "H", "H", "H", "H", "H", "H", "H", "H", "H", "H", "H", "H", "H", "H", "Er"],
  "coordinates": [[2.157690, -4.139264, -3.213123], [1.766943, -2.969720, -2.361128], [3.009929, -1.527822, -2.380302], [0.667503, -2.893388, -1.624246], [-0.475488, -4.446510, -1.650358], [0.152602, -1.781225, -0.747026], [0.485188, -0.449535, -1.050780], [0.687745, 0.621851, 0.329094], [0.906308, 1.650533, 1.915377], [2.600414, 0.176928, 0.540751], [3.017090, -0.517487, 1.454030], [3.488569, 0.671777, -0.274425], [-1.227524, 0.851665, 0.254276], [-1.753974, 0.640980, -0.826617], [-2.224445, 1.196662, 1.393324], [-1.875249, 0.760470, 2.584441], [-3.375237, 0.552465, 1.075028], [-2.621948, 2.711056, 1.525135], [-1.857038, 3.361860, 2.379141], [-3.844622, 2.717018, 2.067902], [-2.756968, 3.524305, 0.207644], [-3.209854, 4.732213, 0.566682], [-1.572594, 3.733439, -0.383033], [-3.810384, 2.984039, -0.796094], [-4.930613, 2.697009, -0.523334], [-3.332320, 2.916211, -2.125021], [1.124060, 2.006467, -0.886899], [0.771900, 2.014410, -2.244416], [1.139165, 3.078592, -3.014074], [1.831491, 4.120297, -2.647887], [2.179613, 4.124142, -1.377880], [1.826604, 3.111307, -0.525648], [0.371435, -0.699736, 1.393604], [0.157898, -1.952635, 0.859773], [-1.302162, -2.401161, 1.143574], [-1.613072, -2.743279, 2.596635], [-1.510558, -2.027508, 3.535704], [-2.304172, -4.574904, 2.891804], [1.161972, -3.052552, 1.222852], [1.657002, -3.132316, 2.961525], [1.070302, -4.296397, 3.551061], [1.383594, -1.919782, 3.661252], [2.644226, -4.920157, -2.630824], [2.865874, -3.795279, -3.963787], [1.305908, -4.562673, -3.736648], [-0.932593, -1.817352, -0.954729], [0.359466, 2.592471, 1.795424], [0.606659, 1.067183, 2.775298], [1.949150, 1.927228, 2.029993], [-3.646291, 2.064176, -2.441613], [0.194837, 1.215700, -2.702744], [0.826764, 3.061071, -4.061796], [2.743784, 4.963251, -1.001547], [2.176390, 3.207977, 0.488776], [-2.024551, -1.637292, 0.850524], [-1.556713, -3.281839, 0.560902], [2.085111, -2.986584, 0.645749], [0.730064, -4.024023, 0.988682], [3.010721, -3.310086, 2.935816], [-1.355599, 0.805754, -3.035793]],
  "atomic_forces_ev_per_a": [[0.31, 0.39, -0.42], [0.27, -0.05, -0.23], [-0.15, -0.27, 0.03], [0.48, 0.08, 0.17], [0.05, 0.45, 0.11], [-2.14, 0.24, 0.29], [0.91, -0.13, -0.30], [1.19, 0.02, 2.54], [-0.26, 0.41, -1.16], [4.04, 1.60, -3.52], [-0.86, -1.08, 1.42], [-2.67, -0.32, 1.21], [1.12, 0.40, 0.57], [-1.64, 0.36, -0.95], [-0.50, -0.10, -0.12], [0.63, 0.00, 0.36], [-0.22, -0.08, -0.37], [-0.94, -0.25, -0.11], [1.10, 0.21, -0.10], [-0.49, -0.17, 0.05], [-0.49, 0.79, -0.06], [-0.25, 0.35, 0.21], [0.55, -0.61, -0.16], [-0.93, -0.45, -0.25], [1.23, 0.18, -0.14], [1.09, -0.60, 0.56], [-1.00, -1.35, -0.81], [0.00, 0.00, 1.28], [-0.85, -0.36, -2.42], [0.30, 0.77, -0.07], [0.05, 0.34, -0.14], [0.70, 0.26, 2.00], [-0.42, -0.14, -0.83], [-0.86, -0.69, -1.21], [-0.08, -0.79, 0.76], [-0.07, 0.30, 1.12], [-0.09, -0.30, -0.90], [0.14, 0.35, -0.36], [0.54, 0.13, 0.34], [-0.59, -0.05, 1.53], [0.17, -0.82, -0.60], [0.45, 0.79, -0.50], [-0.05, -0.03, 0.12], [0.07, -0.11, 0.00], [-0.12, -0.09, 0.10], [0.04, -0.19, -0.08], [-0.10, -0.12, 0.37], [-0.17, 0.04, 0.07], [0.11, -0.06, 0.11], [-1.29, 0.23, -0.13], [5.17, 1.05, 1.07], [0.14, 0.14, -0.11], [0.13, 0.13, -0.08], [0.02, -0.02, 0.08], [0.15, 0.25, 0.09], [0.19, -0.02, -0.10], [0.07, 0.30, 0.00], [-0.06, -0.07, 0.15], [-0.21, 0.06, -0.48], [-3.89, -1.31, -0.03]],
  "multiplicity": 4,
  "e_tot_ev": -317141.730,
  "max_force_ev_per_a": 5.6,
  "mol_weight_g_mol": 1015.4,
  "gap_ev": [5.68, 5.64],
  "charge": 1
}